# C43H43CsN12O2

A molecular structure, C43H43CsN12O2 in a non-equilibrium geometry (wB97M-V/def2-TZVPD, the Open Molecules 2025 dataset).

The geometry in XYZ format:
```
101
Properties=species:S:1:pos:R:3:forces:R:3:lowdin_charge:R:1
H -3.282067 -6.018895 3.388632 0.0 0.0 0.0 0.069
H -3.204588 -6.865615 0.816919 0.0 0.0 0.0 0.077
H 1.328841 -2.899192 0.932751 0.0 0.0 0.0 0.071
C 1.203723 2.314341 -3.965506 -0.3 -0.2 0.1 -0.101
H -0.427978 -5.170244 -0.010020 0.0 0.0 0.0 0.079
H 1.126757 4.699208 3.971053 0.0 0.0 0.0 0.115
C -1.737932 1.678699 3.508595 0.3 0.1 0.2 -0.264
C -2.016035 2.516311 4.599498 -0.1 0.0 -0.1 -0.050
H -2.134262 -4.003815 -2.538871 0.0 0.0 0.0 0.097
C 2.897028 -0.525292 -0.653246 0.1 -0.2 0.0 -0.075
C -1.803222 -4.247000 2.260717 0.0 0.1 0.0 -0.455
H 2.068420 -0.278689 1.374664 0.1 -0.1 -0.1 0.065
C -0.588607 -5.800151 0.873707 0.0 0.0 0.0 -0.089
C 3.268811 -0.687147 -3.707352 -0.1 0.1 0.0 -0.254
N 2.348869 0.262236 -3.415167 0.2 0.1 -0.1 0.051
C -0.607518 6.242182 1.506868 0.0 0.0 0.0 -0.087
C -2.187021 1.792494 -3.304089 -0.1 0.0 0.0 -0.169
H -4.920918 0.678347 2.889780 0.0 0.0 0.0 0.105
C 0.447358 2.332903 2.803690 0.0 0.3 0.7 -0.724
C -1.052863 5.088032 0.889822 0.0 -0.2 0.2 -0.133
C 3.581234 3.517084 -4.716226 0.0 -0.1 0.0 -0.087
H 4.469076 -3.535628 -2.243389 0.0 0.0 0.0 0.111
N 2.921530 -1.610558 -1.461840 0.1 -0.1 -0.2 -0.103
H -1.665352 5.139079 -0.005174 0.0 0.0 0.0 0.108
C -2.397312 -3.201607 -1.861577 -0.1 0.0 0.0 -0.097
H 5.201151 -2.044151 -6.190338 0.0 0.0 0.0 0.093
N 2.311174 -2.682762 -0.896585 0.1 0.4 0.0 0.075
H 6.707281 -4.185745 -3.894494 0.0 0.0 0.0 0.066
C -2.818218 1.001151 2.884306 0.0 -0.1 -0.1 -0.247
N -1.820100 -5.463947 1.564714 0.0 0.0 0.0 -0.179
H -4.530664 -3.413205 -2.081062 0.0 0.0 0.0 0.097
O 1.671774 2.153390 2.602088 -0.2 0.0 -0.1 -0.069
N -2.979686 -3.982054 2.975190 0.0 0.0 0.0 -0.177
H -5.004522 -1.477831 -0.548309 0.0 0.0 0.0 0.111
C -1.403877 -2.472864 -1.233035 0.0 0.2 0.1 -0.150
H -2.440654 -2.619467 4.514724 0.0 0.0 0.0 0.094
N -2.552952 0.065767 1.868079 -0.8 -0.4 0.7 -0.110
N -0.415666 1.401068 3.133463 -0.1 0.2 0.9 -0.047
C -3.723707 -2.866010 -1.606573 0.0 0.0 0.0 -0.089
N -0.084825 1.758694 -3.616559 0.3 0.2 -0.1 -0.071
H 0.315352 -0.300953 -3.311558 0.0 0.1 0.0 0.101
H 2.129120 6.380299 -4.245886 0.0 0.0 0.0 0.068
H -2.870186 -5.499795 -0.266120 0.0 0.0 0.0 0.069
C 2.424551 5.746398 -5.087293 0.0 0.0 0.0 -0.082
H -4.580054 -4.942381 3.932832 0.0 0.0 0.0 0.080
H 3.341667 0.407645 -0.957165 -0.1 -0.1 0.0 0.127
C 0.174353 6.114898 2.652276 0.0 0.0 -0.1 -0.085
H -5.377893 2.156215 4.824694 0.0 0.0 0.0 0.079
H 5.292283 -5.088633 -4.423226 0.0 0.0 0.0 0.067
C -3.004853 -5.790379 0.781905 0.1 0.0 0.0 -0.080
C -2.930587 -1.139223 -0.155043 -0.1 0.0 0.0 -0.244
C 3.561854 2.182629 -4.344592 0.0 0.1 0.0 -0.046
H 3.751895 -0.122288 -5.722125 0.0 0.0 0.0 0.099
C 4.739204 -1.954844 -5.209606 -0.1 0.1 0.0 -0.085
H 1.734660 5.963329 -5.908931 0.0 0.0 0.0 0.066
H -4.099866 -2.495752 3.901223 0.0 0.0 0.0 0.087
H -3.486132 3.358842 5.920638 0.0 0.0 0.0 0.079
H -0.354303 -2.692973 -1.410040 0.0 0.0 0.0 0.095
H 0.264683 -5.662106 1.532520 0.0 0.0 0.0 0.077
N -0.773023 -3.502966 2.197719 0.1 0.0 -0.1 0.180
C 1.243999 3.648741 -4.334392 -0.1 0.0 0.0 -0.011
H -3.050313 -5.008502 4.822597 0.0 0.0 0.0 0.084
H -0.847397 -2.674544 2.778258 0.0 0.0 0.0 0.051
C 2.251160 -0.892897 0.501156 0.0 -0.2 0.2 -0.129
C -3.265321 0.044379 0.759790 -0.5 -0.2 0.3 -0.669
H -0.645177 -6.846009 0.562353 0.0 0.0 0.0 0.077
H -1.178425 3.003589 5.085992 0.0 0.0 0.0 0.101
C -0.010870 3.744353 2.429295 0.0 0.0 -0.1 -0.231
C 5.833939 -4.146976 -4.553550 0.0 0.0 0.0 -0.085
C 2.421757 4.283579 -4.715233 0.0 0.0 0.0 -0.314
C 3.931484 -0.856875 -4.945912 0.1 -0.1 0.0 -0.043
H -0.862449 7.212375 1.099524 0.0 0.0 0.0 0.089
N -0.779671 3.859045 1.342583 0.0 0.5 0.3 0.045
H 4.486663 1.620971 -4.323225 0.0 0.0 0.0 0.095
H 3.422121 6.062916 -5.401277 0.0 0.0 0.0 0.059
C 3.532238 -1.706856 -2.751951 -0.1 0.0 0.2 -0.132
O -4.132819 0.835285 0.330551 0.0 -0.1 0.0 -0.032
H -3.171294 2.223312 -3.187179 0.0 0.0 0.0 0.096
H 0.311155 4.199147 -4.320932 0.0 0.0 0.0 0.099
C -1.794668 0.449119 -3.157351 -0.1 0.2 0.0 -0.087
H -2.761576 -1.879054 2.927537 0.0 0.0 0.0 0.056
C -3.997197 -1.812812 -0.754224 0.1 -0.1 -0.1 -0.017
C -4.107375 1.192496 3.387581 0.0 0.1 -0.1 -0.042
C -3.308736 2.703088 5.075520 0.0 -0.1 -0.1 -0.134
H 6.200882 -4.116876 -5.582486 0.0 0.0 0.0 0.060
N -1.659088 -1.466747 -0.390212 -0.4 -0.6 0.0 0.014
H 4.524626 3.973673 -5.003273 0.0 0.0 0.0 0.093
H -2.407260 -0.400649 -2.904561 0.0 0.0 0.0 0.076
C 1.903059 -2.246370 0.288660 -0.1 0.0 0.0 -0.174
C -0.435604 0.467041 -3.354753 0.0 0.2 -0.1 -0.078
C -3.498079 -5.046111 3.819073 0.0 0.1 0.0 -0.088
N -1.164678 2.581559 -3.586659 0.2 -0.3 0.1 0.061
H -3.870284 -5.257474 1.164224 0.0 0.0 0.0 0.079
C -3.064194 -2.676388 3.608293 0.0 0.0 0.1 -0.072
C 4.958963 -2.952588 -4.264539 0.0 0.0 0.0 -0.315
H 0.542980 6.994599 3.167341 0.0 0.0 0.0 0.095
C 4.338616 -2.794104 -3.025977 0.0 0.0 0.0 -0.004
C -4.362881 2.031665 4.465602 0.1 0.0 0.0 -0.132
C 0.488536 4.853740 3.110166 0.0 0.0 0.0 -0.022
C 2.384705 1.516096 -3.927595 0.0 -0.1 0.1 -0.245
Cs -0.520531 1.023288 0.475210 1.7 0.4 -2.8 1.418
```
Forces are in eV/Å.

The value obtained for the LUMO energy is 3.83 eV. The multiplicity is 1. Its energy above the lowest of the compared OMol25 structures with the same formula, charge and spin is 30.21 kcal/mol. As for the HOMO-LUMO gap: 0.19602 hartree. As for the net charge: -2.

***

# C43H43F23O14

7 unconnected molecules or ions with the total composition C43H43F23O14 in a non-equilibrium geometry (wB97M-V/def2-TZVPD, the Open Molecules 2025 dataset).

The geometry in XYZ format:
```
123
Properties=species:S:1:pos:R:3:forces:R:3:lowdin_charge:R:1
F -7.451154 5.894566 5.103981 1.0 -0.2 -0.2 0.154
H 8.296807 1.133699 -5.199331 0.0 -0.3 0.0 0.131
F -2.968491 -4.346407 1.231690 -0.5 0.2 -3.4 0.017
H 2.987121 3.617632 -2.527990 0.0 -0.1 -0.3 0.130
F -1.612201 1.501756 0.590626 -1.0 -0.3 -3.9 0.053
H -6.575195 0.709655 -0.355591 -1.6 -0.2 -1.1 0.113
F 4.273156 1.680915 -6.874069 -0.5 0.3 0.9 0.147
H 2.432586 5.292272 -4.357733 0.0 0.0 0.2 0.076
F -5.948806 7.432164 4.858760 0.2 -0.8 0.0 0.151
H -0.708054 -4.533787 -2.054521 -0.5 1.9 0.4 0.107
H 3.414686 -0.859460 3.840525 -0.2 0.0 -0.1 0.085
C 3.464990 -0.334053 2.882916 0.4 0.1 0.2 -0.060
H -1.301551 0.458678 8.151897 0.0 -0.2 0.0 0.086
C 6.361706 -4.784997 -1.621977 0.8 0.1 -0.2 -0.200
C -8.535642 1.247031 1.323989 2.3 1.6 5.2 -0.105
C -2.459554 -1.559031 -0.519577 2.5 0.1 -1.9 0.075
F 2.702326 -7.364939 -0.022456 0.7 0.7 -0.3 0.156
C -6.843416 -1.793192 -1.628005 1.7 -1.4 -2.6 -0.091
F -1.571885 2.116186 -1.734917 -0.8 -2.3 3.2 0.038
H -0.111039 0.219725 6.884536 0.0 -0.2 0.0 0.073
C 3.862649 2.521536 3.864174 -0.4 -1.4 -1.8 -0.360
O 4.160551 3.466758 -4.765383 -0.7 -1.3 -0.6 0.159
H 1.277780 3.212162 -2.425752 0.1 -0.3 -0.3 0.117
H 1.515167 5.637008 -2.883999 0.0 -0.1 0.0 0.085
C -3.089711 4.794517 2.430727 -0.3 0.2 -0.2 -0.057
C -2.008594 1.159375 -0.741433 -1.3 -1.2 -0.8 -0.316
H -8.634793 -0.658079 -2.522013 1.5 0.4 0.8 0.125
H -2.319541 4.179687 1.961994 0.0 0.1 0.1 0.070
F 2.498053 -6.189568 -1.827738 0.6 0.1 0.4 0.144
C -0.099148 -2.233048 -2.393178 -2.5 0.6 1.8 -0.033
C 3.090154 -6.213282 -0.609930 -2.1 -0.5 0.2 -0.502
F -4.043021 0.408773 3.485000 0.7 0.0 0.5 0.159
H 6.506562 -5.807251 -3.517046 0.1 0.2 0.0 0.086
H -7.445432 1.772603 -1.611647 -0.1 -1.9 1.1 0.119
F 9.402031 -2.352656 -2.752170 -0.2 0.3 -0.7 0.152
C 9.218715 -2.615224 -4.067892 0.5 -1.8 0.9 -0.495
C -7.574417 -0.449387 -2.130758 1.3 0.5 0.2 -0.153
F 5.198246 4.066922 5.118405 -0.7 -0.6 -0.5 0.154
O -7.950428 -2.390810 0.604957 4.6 0.4 -3.0 0.046
C -6.139310 6.160296 5.280888 -1.5 1.4 0.9 -0.500
C 7.011304 -5.797196 -2.547102 -0.2 -0.4 0.0 -0.067
H -5.069983 -2.648845 1.517638 -0.8 -0.6 -1.7 0.135
C -5.320723 -3.858022 -2.015091 -0.1 -2.3 -1.9 -0.212
O -5.268767 -4.979356 -2.631824 0.0 5.4 3.0 0.039
H 6.465736 -3.784211 -2.050294 -0.4 -0.1 0.1 0.118
C -4.679006 -3.627362 -0.527329 -1.7 1.1 2.5 -0.021
C -6.076664 -2.540770 -2.616105 -1.0 0.6 4.1 0.064
H 7.942376 -0.266769 -7.290917 0.0 0.2 0.1 0.077
H 0.226756 0.162146 -2.537391 -1.1 -1.9 0.7 0.104
O -5.598868 4.118235 4.075887 -0.1 1.3 0.7 0.145
H -2.976468 5.828542 2.093164 0.1 -0.1 0.1 0.085
C 7.470916 0.420704 -5.287129 -0.3 0.7 -0.5 -0.195
C -3.060664 1.137900 4.063532 -1.4 1.1 -1.1 -0.478
H 6.613170 0.858451 -4.768702 0.2 -0.3 0.2 0.120
C 2.060102 3.558404 -3.107203 -0.1 0.7 0.5 -0.202
F -2.468743 1.834391 3.069241 0.1 -0.7 0.8 0.140
C -5.444511 -2.880993 0.459418 0.9 -1.6 -3.5 0.082
C -0.962655 -3.446305 -1.796382 -1.0 4.2 1.0 0.031
O -3.949405 5.592099 4.567731 -1.4 0.1 0.4 0.030
H 8.066411 -5.563411 -2.696385 -0.1 0.0 0.0 0.075
H 1.487704 0.487474 2.993261 0.1 0.3 0.3 0.116
F -3.005686 -5.470334 -0.846338 -0.2 2.8 1.9 0.024
F -3.678814 2.050865 4.852467 0.4 -1.3 0.2 0.129
C -7.513834 0.763000 -1.029023 -0.7 -0.1 -0.7 -0.200
F 3.911839 2.745357 6.249735 0.0 0.0 -0.8 0.150
H 6.842387 -4.764748 -0.638682 -0.2 -0.2 -0.1 0.130
H 6.939572 -6.810936 -2.144037 0.1 0.2 0.1 0.078
H -9.388806 -0.287135 -0.193168 0.8 1.9 0.2 0.106
O 4.951900 -5.034440 -1.488645 -1.0 -0.7 0.7 0.020
H 6.799507 1.082962 -7.230316 0.0 -0.1 0.1 0.078
C -2.993611 4.716970 3.943427 0.6 -0.5 -0.4 -0.198
O 2.773636 1.727045 3.983514 0.8 1.1 0.4 0.020
H 3.221041 -1.031617 2.079666 -0.1 0.1 0.1 0.082
O 2.175269 2.568967 -4.143955 0.8 -0.6 -0.9 0.014
C -1.830014 -1.098741 6.754532 0.5 -0.4 0.6 -0.199
F 3.056548 4.386396 5.119482 0.2 -0.6 -0.4 0.151
C 1.665706 4.906576 -3.680780 0.1 0.1 -0.4 -0.060
C -0.806805 -0.304602 7.545080 0.1 0.4 -0.2 -0.061
C -6.887894 -2.345200 -0.089233 -1.8 -0.1 1.3 -0.220
H -3.322426 -1.218611 0.178927 1.7 -1.0 -1.4 0.108
F 3.519385 0.308448 -5.378991 0.0 0.7 0.2 0.147
C 4.607372 -6.074724 -0.694242 2.3 0.3 -0.1 -0.360
C 3.306247 1.520303 -5.945378 -0.1 -1.5 -1.7 -0.499
O -0.945450 0.018772 4.490276 -1.3 0.6 -0.2 0.154
C -2.169909 -3.097610 -0.850816 2.1 2.8 -0.9 -0.041
C 4.010489 3.426095 5.083889 0.4 1.3 1.8 -0.501
C -5.233090 5.164149 4.563791 1.5 -1.4 -1.0 -0.351
H -2.497733 -1.619437 7.446440 -0.2 0.3 -0.3 0.128
H -7.368536 1.957797 3.352232 -1.9 -0.7 -1.7 0.040
C 3.289420 2.639407 -4.908871 -0.1 1.6 1.7 -0.359
H 2.554602 1.398717 1.931044 0.2 0.1 0.2 0.126
F 2.529981 -5.210495 0.107286 0.6 -0.3 -0.3 0.148
C 2.513616 0.848017 2.876329 -0.2 -0.7 -0.6 -0.201
F 8.168414 -3.467208 -4.144881 0.3 0.7 -0.2 0.139
H 0.763250 -2.497747 -3.110313 -1.6 0.5 1.4 0.093
F 2.140028 1.423342 -6.624495 0.5 0.4 0.6 0.155
H -9.585679 1.559678 -0.702016 1.0 -1.6 1.2 0.117
H -6.941807 -0.058394 -3.031923 -1.2 -1.0 1.5 0.119
C -1.587319 -0.368762 -1.126539 0.8 -3.5 -0.7 -0.045
O 7.787062 -0.803889 -4.603979 1.0 -0.9 0.3 0.020
H -4.064847 4.451401 2.074371 0.1 -0.1 0.1 0.080
F -5.926877 6.164896 6.618018 0.2 -0.3 -0.7 0.152
C -8.090278 1.626516 2.514697 -1.2 -2.0 -6.8 0.051
O 5.402464 -6.778169 -0.114118 -1.4 0.6 -0.4 0.161
F -3.469188 1.175983 -0.805849 3.7 0.5 0.6 0.013
C 8.997884 -1.342253 -4.878848 -0.4 2.0 -1.2 -0.358
C -0.390820 -0.714526 -2.092160 -2.4 -2.5 1.8 0.002
O 9.798351 -0.858821 -5.646144 -0.6 -1.0 1.1 0.163
C 7.102516 0.158984 -6.735372 0.2 -0.4 -0.2 -0.065
C -3.183814 -4.200058 -0.194785 -0.3 0.6 -1.1 -0.296
H 6.284803 -0.564388 -6.796761 0.0 0.2 0.1 0.083
H -0.228632 -0.960472 8.198250 -0.1 0.0 0.0 0.085
H 4.502021 -0.012824 2.753598 -0.2 0.0 -0.1 0.075
H 0.745142 4.818885 -4.264277 0.0 0.0 0.2 0.086
C -8.903279 0.764922 -0.189424 0.8 1.0 1.3 -0.199
F 10.302235 -3.312351 -4.470046 -0.7 0.8 -0.1 0.157
H -5.965689 -2.231653 -3.713651 -0.3 -0.7 1.9 0.128
O 4.599325 2.523808 2.903988 -0.6 0.4 1.3 0.156
H -2.002311 5.053599 4.260703 -0.3 0.2 0.2 0.132
H -3.116700 3.691198 4.308073 -0.1 1.1 -0.2 0.083
C -2.078986 0.262987 4.836758 1.3 -1.4 1.3 -0.350
H -1.357737 -1.862454 6.128444 -0.1 0.3 -0.1 0.128
O -2.653809 -0.231821 5.956603 -0.1 0.7 -1.3 0.026
```
Forces are in eV/Å.

The value obtained for the LUMO energy is -1.52 eV. The multiplicity is 1. The SMILES is C#CCCCC1=CC(=O)C(C(F)(F)c2cccc(C(F)(F)F)c2)=CC1=O.CCOC(=O)C(F)(F)F.CCOC(=O)C(F)(F)F.CCOC(=O)C(F)(F)F.CCOC(=O)C(F)(F)F.CCOC(=O)C(F)(F)F.CCOC(=O)C(F)(F)F. As for the HOMO-LUMO gap: 0.29121 hartree.